1.
This record from the Open Molecules 2025 dataset describes C34H33Br3CdF4N8O2P as an isolated structure. The level of theory is ωB97M-V with the def2-TZVPD basis set.

Results
- total energy (Eh) = -10534.5253
- frontier orbital gap (eV) = 7.48

```
! wB97M-V def2-TZVPD RIJCOSX def2/J DEFGRID3
* xyz 1 1
Cd 0.42 0.01 -0.40
C 3.83 -0.17 -1.31
C 3.73 -0.16 0.18
C 4.89 -0.12 0.98
C 4.78 -0.11 2.34
C 3.50 -0.13 2.94
C 3.27 -0.16 4.34
Br 4.72 -0.13 5.56
C 2.00 -0.24 4.82
C 0.90 -0.26 3.95
Br -0.83 -0.48 4.67
C 1.03 -0.17 2.57
O 0.02 -0.16 1.76
C 2.39 -0.14 2.07
N 2.54 -0.16 0.72
H 4.77 -0.59 -1.65
H 3.75 0.85 -1.70
H 3.01 -0.75 -1.74
H 5.87 -0.12 0.51
H 5.65 -0.09 2.97
H 1.82 -0.30 5.89
F -7.45 -0.61 1.45
C -6.27 -0.13 1.07
C -5.98 1.21 1.22
F -6.89 2.03 1.74
C -4.75 1.70 0.82
F -4.55 3.01 0.93
C -3.77 0.87 0.28
P -2.13 1.52 -0.25
C -2.63 2.43 -1.76
C -2.53 1.71 -2.95
C -2.91 2.27 -4.15
C -3.39 3.57 -4.19
C -3.51 4.29 -3.01
C -3.15 3.72 -1.80
C -1.71 2.74 1.03
C -1.14 3.97 0.73
C -0.68 4.80 1.74
C -0.76 4.40 3.07
C -1.31 3.16 3.37
C -1.77 2.33 2.36
C -4.10 -0.48 0.11
Br -2.90 -1.68 -0.71
C -5.32 -0.97 0.51
F -5.63 -2.26 0.35
H -2.16 0.69 -2.91
H -2.85 1.69 -5.07
H -3.69 4.02 -5.13
H -3.92 5.30 -3.03
H -3.29 4.28 -0.88
H -1.05 4.30 -0.30
H -0.26 5.77 1.50
H -0.41 5.05 3.86
H -1.36 2.83 4.40
H -2.15 1.35 2.62
C -0.15 -0.39 -5.33
N 0.29 0.91 -4.85
C 0.50 1.98 -5.81
C 0.48 1.07 -3.52
N 0.45 0.11 -2.66
N 0.69 2.40 -3.14
C 1.00 2.94 -1.90
N 1.18 4.30 -1.97
N 1.05 2.26 -0.82
H -0.46 -0.30 -6.36
H -1.00 -0.75 -4.75
H 0.65 -1.14 -5.28
H 0.52 1.55 -6.81
H 1.46 2.48 -5.65
H -0.31 2.72 -5.79
H 0.37 -0.80 -3.10
H 0.36 3.07 -3.81
H 1.49 4.71 -2.83
H 1.49 4.76 -1.14
H 1.30 2.82 -0.02
C -0.15 -5.60 0.51
N 0.18 -4.47 -0.32
C 0.09 -3.17 0.06
N -0.25 -2.92 1.33
O 0.34 -2.27 -0.77
H 0.09 -6.51 -0.03
H -1.21 -5.63 0.77
H 0.44 -5.61 1.43
H 0.37 -4.60 -1.30
H -0.44 -3.65 1.98
H -0.29 -1.94 1.63
*
```

=====

2.
This record from the Open Molecules 2025 dataset describes C16H19AsClNO6PdS as an isolated structure. The level of theory is ωB97M-V with the def2-TZVPD basis set.

Results
- total energy (Eh) = -4349.3071
- frontier orbital gap (eV) = 6.52

```
! wB97M-V def2-TZVPD RIJCOSX def2/J DEFGRID3
* xyz 0 1
Pd -0.51 -1.41 0.39
Cl -2.17 -0.50 7.37
C -1.55 -0.49 5.75
C -0.54 0.43 5.40
C -0.03 0.46 4.14
C -0.49 -0.42 3.12
O 0.05 -0.31 1.95
C -1.50 -1.36 3.49
C -2.06 -2.33 2.62
O -1.78 -2.56 1.42
C -2.01 -1.36 4.82
H -0.18 1.12 6.15
H 0.73 1.18 3.87
H -2.82 -2.98 3.06
H -2.78 -2.07 5.08
N -1.23 -2.24 -1.35
C -1.40 -1.14 -2.32
C -2.10 0.01 -1.94
C -1.93 1.17 -2.68
C -1.06 1.19 -3.77
C -0.50 0.01 -4.22
C -0.66 -1.16 -3.49
S -0.54 2.78 -4.47
O 0.41 3.23 -3.46
O 0.06 2.44 -5.74
O -1.75 3.57 -4.53
H -0.53 -2.87 -1.74
H -2.09 -2.75 -1.16
H -2.70 0.01 -1.04
H -2.41 2.10 -2.38
H 0.14 0.05 -5.09
H -0.12 -2.06 -3.77
C 3.00 -0.18 1.16
As 2.17 0.29 -0.51
C 3.56 0.17 -1.81
C 1.47 2.05 -0.43
O 0.93 -0.78 -0.91
H 4.06 0.09 1.13
H 2.90 -1.26 1.29
H 2.50 0.33 1.98
H 4.37 0.83 -1.51
H 3.18 0.46 -2.79
H 3.92 -0.86 -1.85
H 2.26 2.77 -0.23
H 0.73 2.07 0.37
H 0.98 2.27 -1.38
*
```